[1]
Formula: CH3F2OP
Source: the Open Molecules 2025 dataset
Level of theory: the ωB97M-V functional and the def2-TZVPD basis

Each line ends with the Mulliken charge.
Cartesian coordinates (Å):
C: 0.6594 -0.5996 0.6781  -0.400
O: 0.1201 -1.0223 -0.5383  -0.548
F: -0.2603 1.8231 -1.0720  -0.135
F: -2.0941 0.5855 -0.5838  -0.161
P: -0.9433 0.5798 -1.6421  0.654
H: 0.3525 0.5357 0.9005  0.151
H: 1.7532 -0.5583 0.7842  0.230
H: 0.4125 -1.3439 1.4734  0.209

Output
Electronic energy in eV: -17856.6175
Net charge: 0
Kohn-Sham gap in Eh: 0.3372
Multiplicity: 1
LUMO energy in Ha: -0.01137
HOMO level in eV: -9.49

---

[2]
Formula: CH3F3N
Source: the Open Molecules 2025 dataset
Level of theory: the ωB97M-V functional and the def2-TZVPD basis

Each line ends with the Mulliken charge.
Cartesian coordinates (Å):
N: 0.7585 -0.0510 0.1201  -0.376
C: -0.7286 0.0578 -0.1312  0.777
F: -1.1970 0.8735 0.7932  -0.175
F: -0.9007 0.5324 -1.3367  -0.168
F: -1.2154 -1.1581 -0.0162  -0.175
H: 0.9244 -0.9008 0.6674  0.373
H: 1.0606 0.7689 0.6520  0.374
H: 1.2980 -0.1227 -0.7486  0.370

Output
SMILES string: [NH3+]C(F)(F)F
Electronic energy in eV: -10720.8324
Net charge: +1
Kohn-Sham gap in Eh: 0.5985
Multiplicity: 1
LUMO energy in Ha: -0.16312
HOMO level in eV: -20.73

---

[3]
Formula: CH3F3NS
Source: the Open Molecules 2025 dataset
Level of theory: the ωB97M-V functional and the def2-TZVPD basis

Each line ends with the Mulliken charge.
Cartesian coordinates (Å):
C: 0.1334 0.1565 0.0369  -0.650
N: 1.5059 0.0060 0.1314  -0.139
F: 3.1945 0.6076 -2.5083  -0.138
F: 3.8278 1.2282 -0.2902  -0.099
F: 3.4238 -1.2029 -0.8829  -0.095
S: 2.7228 0.2373 -0.9522  1.092
H: -0.4615 -0.6444 -0.3578  0.345
H: -0.3377 1.0147 -0.4499  0.335
H: -0.1355 0.1377 1.0421  0.347

Output
SMILES string: C[N+]#S(F)(F)F
Electronic energy in eV: -21549.9352
Net charge: +1
Kohn-Sham gap in Eh: 0.3015
Multiplicity: 1
LUMO energy in Ha: -0.31335
HOMO level in eV: -16.73

---

[4]
Formula: CH3FNO
Source: the Open Molecules 2025 dataset
Level of theory: the ωB97M-V functional and the def2-TZVPD basis

Each line ends with the Mulliken charge.
Cartesian coordinates (Å):
C: -0.1743 -0.1570 0.1436  -0.554
N: -1.5426 -0.2362 0.5962  -0.176
O: -2.6824 1.3279 -0.2883  -0.788
F: -1.9888 -1.4078 -0.0834  -0.220
H: 0.1624 -1.2196 0.0698  0.247
H: -0.2555 0.2449 -0.8185  0.232
H: 0.3000 0.3902 0.9632  0.259

Output
Electronic energy in eV: -7334.7062
Net charge: -1
Kohn-Sham gap (alpha / beta) in Eh: 0.2860 / 0.2633
Multiplicity: 1
LUMO energy (alpha / beta) in Ha: 0.17146 / 0.17183
HOMO level (alpha / beta) in eV: -3.12 / -2.49